1.
# C22H64N2O16

A 9-piece molecular cluster, C22H64N2O16 overall at a distorted geometry (the ωB97M-V functional and the def2-TZVPD basis, OMol25).

Summary:
Energy relative to the best compared isomer or geometry (same formula, charge and spin) = 596.6 kJ/mol
Electronic energy = -59581.882 eV
E_HOMO = -8.685 eV
SMILES = COCCNCCOC.COCCNCCOC.OCCO.OCCO.OCCO.OCCO.OCCO.O.O
Frontier orbital gap = 8.74 eV
LUMO level = 0.054 eV

XYZ file:
```
104
Properties=species:S:1:pos:R:3:forces:R:3:lowdin_charge:R:1
C -11.086257 -24.045377 -12.616229 -0.81 -1.31 -1.76 -0.147
O -11.667313 -22.946187 -12.004404 -0.59 -0.34 1.36 -0.173
C -13.070119 -23.135502 -11.646725 0.73 1.80 0.49 -0.189
C -13.367387 -22.248794 -10.440068 0.92 1.23 0.49 -0.227
N -12.678395 -22.627007 -9.182304 -0.18 0.34 -0.28 -0.066
C -13.005231 -21.780508 -7.997186 0.24 -1.00 0.24 -0.166
C -12.182214 -22.114536 -6.680562 0.95 1.06 -1.37 -0.217
O -12.703710 -21.489767 -5.539657 -1.26 0.33 0.18 -0.201
C -11.985926 -21.677952 -4.339190 0.06 -0.29 -0.23 -0.113
H -10.047225 -24.307580 -12.416797 -0.12 0.38 1.01 0.086
H -11.086886 -23.974582 -13.703931 0.01 0.68 -0.50 0.076
H -11.763338 -24.894753 -12.525604 0.44 -0.56 0.62 0.075
H -13.452672 -24.116688 -11.365623 0.76 -0.64 -0.63 0.118
H -13.582954 -22.706875 -12.507758 -0.68 -0.40 0.09 0.123
H -14.432420 -22.047864 -10.324197 -0.51 -0.68 0.08 0.110
H -13.017968 -21.254712 -10.719009 0.38 0.21 0.06 0.111
H -12.692117 -23.632644 -9.089560 -0.23 0.05 0.66 0.101
H -14.058800 -21.792418 -7.717973 -0.36 -0.13 -0.07 0.104
H -12.775175 -20.766881 -8.325423 0.04 0.10 0.26 0.111
H -11.223398 -21.618689 -6.831876 0.57 -0.43 -0.27 0.114
H -11.993734 -23.177921 -6.532943 -0.31 -0.27 -0.05 0.116
H -11.943572 -22.739630 -4.096012 -0.03 -0.19 0.18 0.083
H -12.478395 -21.133934 -3.533205 -0.24 -0.08 -0.22 0.088
H -10.959092 -21.313755 -4.371847 0.21 0.14 -0.36 0.084
C -21.397801 -19.831781 -5.372735 0.77 1.30 0.99 -0.087
O -20.961853 -19.262728 -4.120768 -0.29 0.55 1.11 -0.229
C -21.133030 -17.805525 -3.952664 -0.47 -1.68 0.85 -0.179
C -21.284914 -17.557241 -2.445502 0.89 1.10 0.30 -0.220
N -20.162691 -17.896372 -1.553679 0.71 -1.06 -1.51 -0.076
C -20.340429 -17.530533 -0.151250 -1.77 -0.89 -1.77 -0.220
C -19.608738 -18.490571 0.792259 0.18 0.88 -1.12 -0.171
O -19.551485 -19.886692 0.298612 -0.71 2.56 -0.02 -0.176
C -18.944054 -20.719098 1.229046 0.50 -0.33 0.90 -0.141
H -20.559219 -19.465437 -5.964914 -1.01 -0.02 -1.59 0.090
H -22.440267 -19.532961 -5.482578 0.17 0.51 -1.04 0.083
H -21.425643 -20.918688 -5.449886 0.47 -0.07 0.93 0.078
H -22.098502 -17.464920 -4.326762 -0.23 -0.29 -0.47 0.108
H -20.390852 -17.173296 -4.440062 0.53 -0.44 0.01 0.114
H -22.180877 -18.093287 -2.132445 -0.37 0.13 0.12 0.118
H -21.394851 -16.480495 -2.316592 -0.62 0.19 -0.17 0.117
H -20.261567 -18.901470 -1.564149 0.94 -0.44 0.13 0.085
H -21.426565 -17.593530 -0.084615 -0.44 0.03 1.22 0.102
H -20.088929 -16.480239 -0.003830 0.38 -0.10 0.33 0.119
H -20.081805 -18.249533 1.744205 -0.19 -1.29 0.48 0.118
H -18.653106 -17.973077 0.876289 0.87 -1.04 -0.01 0.114
H -17.874490 -20.525885 1.311513 0.14 0.67 0.50 0.086
H -18.903038 -21.781046 0.986821 -0.90 0.05 -0.68 0.086
H -19.503649 -20.595273 2.156195 0.51 -0.26 0.50 0.088
C -10.252688 -11.386593 0.142238 0.35 -0.20 0.11 -0.245
C -10.557041 -11.363536 1.693185 0.09 -1.92 -1.81 -0.173
O -10.790228 -12.698846 2.259209 0.75 1.57 -0.49 -0.085
O -11.140468 -12.271600 -0.505658 -1.07 -0.22 0.14 -0.082
H -9.265138 -11.685415 -0.209261 0.55 -0.12 0.96 0.110
H -10.350615 -10.375519 -0.253040 -0.34 0.37 0.20 0.106
H -11.479199 -10.785764 1.755545 0.23 0.30 0.58 0.112
H -9.657957 -10.954164 2.153804 -0.51 0.19 0.40 0.115
H -11.448827 -13.122688 1.704052 -0.17 -0.08 -0.22 0.062
H -10.867456 -12.414835 -1.414804 0.08 0.05 0.07 0.086
C -16.343735 -12.996324 6.538013 -0.77 0.71 -0.93 -0.235
C -16.549759 -13.260531 5.019673 0.20 0.42 1.21 -0.240
O -17.409258 -12.293392 4.489552 -1.10 1.29 0.00 -0.084
O -17.573293 -12.671890 7.152744 -0.43 -0.59 0.28 -0.075
H -15.733624 -12.104232 6.679601 0.74 -0.32 -0.07 0.113
H -15.957818 -13.902517 7.004856 0.31 0.23 0.03 0.117
H -17.105963 -14.195124 4.946917 0.93 -0.64 -0.39 0.122
H -15.606593 -13.048572 4.516076 0.36 -1.40 -0.03 0.123
H -17.635202 -12.545068 3.591105 -0.02 0.07 0.02 0.094
H -18.124040 -12.298333 6.460835 -0.21 0.23 -0.13 0.065
C -7.451552 -17.942366 -0.377751 -0.25 -0.03 0.99 -0.262
C -8.099260 -17.355001 0.897577 0.16 -0.86 -0.50 -0.245
O -7.773158 -15.985227 0.998045 0.04 0.20 -0.20 -0.061
O -8.041433 -17.419537 -1.520753 -0.62 0.60 -0.77 -0.064
H -7.629616 -19.015891 -0.440476 0.25 -0.08 0.34 0.119
H -6.387221 -17.711008 -0.419721 0.27 -0.23 0.44 0.117
H -7.787905 -17.904964 1.785669 0.31 -0.07 0.11 0.110
H -9.179053 -17.485412 0.825984 -0.16 -0.03 -0.18 0.118
H -8.500618 -15.547161 1.445822 0.03 0.22 0.05 0.088
H -8.061943 -16.472150 -1.367000 -0.09 0.34 -0.26 0.078
C -12.503631 -19.576843 5.038773 -1.38 0.94 0.04 -0.261
C -11.736325 -18.490316 5.751965 2.18 -2.21 0.95 -0.193
O -10.496789 -19.026843 6.306310 -0.05 0.70 0.66 -0.098
O -12.248971 -19.539807 3.640969 -0.01 -0.40 -0.12 -0.065
H -13.518751 -19.321565 5.342858 -0.73 -0.08 -0.95 0.108
H -12.450891 -20.648156 5.232637 0.68 0.27 1.54 0.125
H -12.258253 -18.178966 6.656819 -0.06 0.28 -0.27 0.118
H -11.504437 -17.670737 5.071802 -0.36 0.06 -0.03 0.122
H -9.965047 -19.594214 5.743323 -0.44 0.21 -0.57 0.072
H -11.892092 -20.428671 3.576530 0.15 0.24 -1.29 0.074
C -15.732003 -15.894658 -4.173045 0.65 0.57 -1.38 -0.240
C -14.266885 -15.474845 -4.612185 -2.93 -1.11 1.82 -0.232
O -14.215176 -14.062970 -4.733292 0.66 -0.78 -0.12 -0.059
O -16.014652 -15.772722 -2.785544 0.49 0.08 -0.23 -0.073
H -15.943299 -16.916063 -4.489540 0.32 -0.20 -0.08 0.112
H -16.406215 -15.254176 -4.741665 -0.16 0.18 -0.10 0.110
H -14.033094 -16.003250 -5.536428 0.10 0.11 -0.06 0.115
H -13.713843 -15.879383 -3.764496 0.88 0.25 -0.13 0.113
H -13.317159 -13.967743 -5.059021 0.12 0.89 -0.08 0.079
H -16.852902 -16.233663 -2.705131 -0.16 0.01 0.49 0.075
O -13.602373 -15.967780 1.312438 0.14 0.19 0.13 -0.051
H -13.567760 -16.913084 1.458788 0.07 -0.28 0.09 0.025
H -14.322165 -15.847008 0.693123 -0.18 0.10 -0.22 0.024
O -15.089145 -11.961847 -0.940435 -0.17 0.17 0.21 -0.052
H -15.385430 -12.762289 -1.373712 -0.10 -0.26 -0.19 0.021
H -14.189984 -11.842235 -1.246094 0.29 0.02 -0.02 0.018
```
Forces are in eV/Å.

***

2.
# C22H64N4O10

A 10-piece molecular cluster, C22H64N4O10 overall at a distorted geometry (the ωB97M-V functional and the def2-TZVPD basis, OMol25).

Summary:
Energy relative to the best compared isomer or geometry (same formula, charge and spin) = 1031.0 kJ/mol
Electronic energy = -50276.937 eV
E_HOMO = -8.542 eV
SMILES = NC(N)=O.NC(N)=O.CC(C)O.CC(C)O.CC(C)O.CC(C)O.CC(C)O.CC(C)O.CO.CO
Frontier orbital gap = 8.47 eV
LUMO level = -0.069 eV

XYZ file:
```
100
Properties=species:S:1:pos:R:3:forces:R:3:lowdin_charge:R:1
C 23.139000 5.813000 -0.019000 2.92 1.14 1.88 -0.167
O 23.132000 5.052000 -1.142000 -0.37 -0.59 -2.81 -0.134
H 23.524000 6.815000 -0.176000 -0.39 0.45 -0.90 0.082
H 23.935000 5.498000 0.642000 0.08 -0.65 0.69 0.087
H 22.298000 5.916000 0.556000 -2.67 -0.09 0.94 0.056
H 22.727000 4.158000 -1.099000 0.28 0.31 0.45 0.067
C 27.036000 9.335000 -0.155000 -2.09 2.01 -1.96 -0.131
O 25.895000 8.512000 -0.172000 -0.14 -1.84 0.12 -0.191
H 27.679000 8.952000 -0.908000 0.62 0.64 -1.55 0.069
H 27.690000 9.256000 0.657000 0.25 0.15 2.21 0.050
H 26.536000 10.385000 -0.322000 1.98 -1.62 0.26 0.132
H 26.080000 7.688000 -0.683000 -0.30 0.66 0.60 0.074
C 22.550000 7.512000 -3.831000 -2.35 4.20 -7.40 -0.702
O 22.354000 8.215000 -4.940000 1.18 -2.43 4.35 -0.073
N 23.608000 6.866000 -3.532000 6.08 -3.21 1.46 0.181
N 21.575000 7.388000 -2.966000 -5.34 -0.06 2.00 0.125
H 24.517000 6.879000 -4.071000 -2.13 0.35 0.70 0.162
H 23.621000 6.300000 -2.649000 -0.08 0.74 -1.34 0.090
H 20.660000 7.905000 -3.240000 2.37 -1.46 0.70 0.193
H 21.494000 6.599000 -2.276000 0.18 0.97 -1.31 0.123
C 26.915000 6.542000 2.875000 2.92 0.25 9.13 -0.623
O 27.405000 6.408000 4.181000 -2.34 -0.05 -6.36 -0.168
N 26.847000 5.589000 1.995000 0.83 -4.39 -0.55 0.183
N 26.447000 7.689000 2.496000 -1.33 4.52 -1.41 0.154
H 27.142000 4.629000 2.209000 -0.01 1.13 0.47 0.133
H 26.694000 5.691000 1.031000 -0.66 0.85 -0.92 0.037
H 26.369000 8.561000 3.103000 0.54 -2.35 -0.94 0.166
H 26.257000 7.837000 1.478000 -0.30 -0.01 1.34 0.068
C 19.516000 4.211000 -1.943000 1.48 -0.97 0.58 -0.012
C 18.735000 3.834000 -0.625000 8.41 -6.32 -2.09 -0.698
C 19.466000 4.143000 0.603000 1.40 -0.12 2.30 -0.030
O 17.685000 4.438000 -0.565000 -10.67 6.37 0.03 0.051
H 19.539000 5.283000 -2.069000 0.50 0.63 0.52 0.062
H 19.041000 3.938000 -2.877000 -0.57 -0.76 -0.04 0.071
H 20.548000 3.736000 -1.962000 -1.17 0.84 -0.01 0.077
H 18.465000 2.742000 -0.695000 1.18 -0.14 0.07 0.152
H 20.512000 3.840000 0.468000 -0.11 0.15 0.53 0.056
H 19.025000 3.650000 1.534000 0.57 0.49 -1.33 0.122
H 19.391000 5.235000 0.779000 0.30 -0.50 -0.12 0.086
H 17.308000 4.351000 -1.430000 -1.40 0.41 -0.49 0.119
C 28.117000 5.036000 -0.868000 0.49 -1.77 -0.66 -0.022
C 26.648000 4.905000 -1.221000 3.26 -6.88 -2.58 -0.597
C 26.071000 3.517000 -0.808000 2.01 -0.49 -0.91 -0.018
O 25.808000 5.742000 -0.815000 -5.48 7.36 3.14 -0.064
H 28.679000 4.563000 -1.716000 -0.39 0.30 0.83 0.108
H 28.444000 4.533000 0.053000 -0.38 0.00 -0.21 0.086
H 28.483000 6.012000 -0.799000 0.31 1.84 0.01 0.056
H 26.530000 4.944000 -2.296000 1.02 -0.64 -1.15 0.131
H 25.211000 3.275000 -1.418000 -0.58 0.11 0.43 0.047
H 25.971000 3.337000 0.266000 -0.22 0.46 -0.22 0.074
H 26.825000 2.833000 -1.152000 0.37 -0.93 -0.06 0.078
H 24.937000 5.485000 -1.198000 0.38 0.30 0.70 0.081
C 22.940000 10.819000 -1.571000 -0.42 0.97 -0.28 -0.020
C 22.986000 9.542000 -0.808000 5.15 1.94 1.28 -0.687
C 23.250000 9.738000 0.639000 2.41 0.58 2.26 -0.059
O 21.942000 8.829000 -0.804000 -7.88 -4.51 -0.88 -0.041
H 23.997000 11.132000 -1.601000 -0.58 0.62 -0.27 0.084
H 22.238000 11.574000 -1.078000 1.13 -0.85 -0.54 0.111
H 22.549000 10.619000 -2.582000 0.34 0.23 0.18 0.083
H 23.724000 8.835000 -1.203000 1.39 0.98 -0.22 0.119
H 23.367000 8.763000 1.196000 -0.36 0.97 -0.69 0.087
H 22.543000 10.397000 1.162000 -0.28 -0.43 -0.38 0.084
H 24.217000 10.234000 0.794000 0.03 0.05 0.00 0.069
H 22.035000 8.194000 -1.531000 -0.98 0.49 0.20 0.027
C 23.207000 0.589000 0.102000 0.56 -3.64 -3.69 -0.048
C 22.506000 1.882000 0.146000 0.34 -4.64 10.17 -0.669
C 23.191000 2.640000 1.277000 -0.38 1.50 1.41 -0.013
O 22.378000 2.481000 -0.928000 0.84 5.44 -9.06 -0.004
H 23.536000 0.059000 0.993000 -0.46 0.38 0.17 0.091
H 24.071000 0.596000 -0.591000 0.37 0.76 0.63 0.087
H 22.627000 -0.155000 -0.583000 0.22 0.76 1.49 0.116
H 21.483000 1.669000 0.361000 -1.07 -0.66 2.12 0.135
H 23.307000 2.171000 2.300000 -0.98 -0.07 -1.32 0.117
H 22.673000 3.603000 1.430000 0.27 -0.25 0.16 0.072
H 24.230000 2.870000 1.095000 0.24 0.14 -0.75 0.049
H 22.260000 1.823000 -1.604000 -0.20 -0.01 -1.06 0.120
C 19.705000 9.784000 1.999000 0.78 3.51 0.62 -0.055
C 19.672000 8.483000 2.680000 -5.05 -0.15 -5.93 -0.725
C 20.636000 7.655000 2.033000 0.27 -4.19 -2.40 -0.080
O 19.951000 8.471000 3.907000 0.59 2.35 10.04 0.006
H 18.806000 10.372000 2.088000 -0.77 0.03 0.03 0.067
H 19.989000 9.818000 0.942000 0.18 -0.31 0.33 0.080
H 20.414000 10.395000 2.646000 -0.20 -0.46 -1.18 0.112
H 18.569000 8.123000 2.681000 1.19 -0.31 -1.41 0.168
H 20.355000 7.384000 0.975000 0.23 0.30 1.05 0.101
H 20.701000 6.749000 2.633000 0.02 -0.56 -0.22 0.094
H 21.632000 8.003000 1.996000 0.87 1.09 0.08 0.054
H 19.284000 9.051000 4.416000 1.75 -1.36 -0.94 0.171
C 24.150000 0.786000 -5.532000 1.85 0.47 -0.37 -0.023
C 23.969000 2.274000 -5.140000 -6.25 -4.94 2.97 -0.733
C 24.332000 2.692000 -3.828000 2.34 -3.15 3.77 -0.086
O 24.459000 3.116000 -5.909000 4.91 6.98 -6.97 0.034
H 25.264000 0.750000 -5.718000 -0.92 -0.78 0.31 0.095
H 23.664000 0.524000 -6.501000 0.19 0.43 0.81 0.087
H 23.808000 0.090000 -4.737000 0.36 0.46 -0.50 0.080
H 22.844000 2.353000 -5.150000 0.03 0.14 -0.01 0.147
H 25.480000 2.599000 -3.735000 -1.42 -0.21 0.21 0.132
H 23.816000 1.946000 -3.165000 0.81 1.16 0.39 0.094
H 24.143000 3.715000 -3.629000 -0.91 0.94 0.32 0.065
H 24.963000 3.852000 -5.452000 -0.98 -1.52 -1.04 0.146
```
Forces are in eV/Å.